# C3H5NO2

A single C3H5NO2 molecule (wB97M-V/def2-TZVPD, the OMol25 dataset).

Cartesian coordinates (Å):
O (1.5954, 1.9739, -0.0819)
C (1.0223, 0.8535, 0.4601)
C (-1.8032, -0.7639, -0.1410)
N (-0.5223, -1.0388, -0.1310)
C (0.5560, -0.2179, -0.3904)
O (1.7263, -0.3920, 0.4062)
H (1.6853, 1.8089, -1.0318)
H (0.6180, 1.0881, 1.4452)
H (-2.1091, 0.2770, -0.1549)
H (-2.5149, -1.5676, -0.2733)
H (-0.2537, -2.0212, -0.1073)

Properties
strongest force on any atom	0.41	eV/Å
orbital gap (spin up / spin down)	7.447 / 7.991	eV
ΔE to the lowest compared entry with this formula, charge and spin	4.698	eV
HOMO (spin up / spin down)	-7.380 / -7.657	eV